(1)
C4H10N | ωB97M-V with the def2-TZVPD basis set

## Properties
**E_HOMO**: -16.378 eV
**Orbital gap**: 12.87 eV
**Charge**: +1
**LUMO energy**: -3.51 eV
**Energy above the lowest of the compared OMol25 structures with the same formula, charge and spin**: 9.03 kcal per mole

Element x y z (Å)
H 0.6513 -2.1494 -0.3876
H -1.5563 1.4822 -0.6715
C 1.2067 -0.1690 0.4271
H 0.6829 1.8329 0.7965
H 0.7064 1.5329 -0.7690
C 0.2138 -1.2732 0.1187
H 2.1941 -0.1332 -0.0460
C -1.0250 0.7912 -0.0245
N 0.4421 1.1055 0.1216
H -0.1307 -1.6052 1.0991
C -0.9034 -0.6329 -0.6921
H -0.4892 -0.3618 -1.6659
H 1.3489 -0.1001 1.4989
H -1.7834 -1.2623 -0.6681
H -1.4919 0.6171 0.9483

---

(2)
C3H6N2O | ωB97M-V with the def2-TZVPD basis set

## Properties
**E_HOMO**: -7.959 eV
**Orbital gap**: 8.85 eV
**LUMO energy**: 0.89 eV
**Energy above the lowest of the compared OMol25 structures with the same formula, charge and spin**: 125.27 kcal per mole

Element x y z (Å)
H 0.1048 1.3167 2.8598
N 0.1819 -0.1959 -0.0744
O 0.9034 -1.1810 0.1538
H -1.4020 0.5270 -1.2318
C 0.3132 0.6815 2.0938
H -0.8788 1.6390 0.6013
C -0.4653 -0.1436 -1.2553
H 0.7100 -0.3670 2.2970
N -0.0335 -0.8404 -2.3420
H -0.3415 -0.6289 -3.1315
H 1.0177 -1.6110 -0.8090
C -0.1100 0.8036 0.8384

---

(3)
C10H17FN3S | ωB97M-V with the def2-TZVPD basis set

## Properties
**E_HOMO**: -13.467 eV
**Orbital gap**: 9.65 eV
**Charge**: +1
**LUMO energy**: -3.82 eV
**Energy above the lowest of the compared OMol25 structures with the same formula, charge and spin**: 0.00 kcal per mole

Element x y z (Å)
N -0.9356 -0.0422 -0.1401
C -3.3653 1.2536 -0.2121
C -2.1585 2.0779 0.0588
H -2.0546 3.1450 -0.4492
C 1.2118 0.1847 -0.1475
S 0.6225 1.8289 -0.1497
H -1.9508 -1.7039 0.5695
F -2.2002 -1.2654 -1.4053
H 2.7188 -1.6122 -1.6932
N -3.2154 -0.1024 0.4316
H -5.1921 -0.6867 0.0634
C 2.6161 -0.2219 -0.0560
C 2.5606 -1.3542 0.9292
H 3.3084 1.9313 -0.0483
C -2.1604 -0.7995 -0.0706
H -4.2769 -2.0034 1.0142
H 4.3364 0.6952 0.6277
H 3.5072 -1.9470 0.9991
H -4.7949 -0.4094 1.8165
H -4.3162 1.8456 0.1580
C -4.4032 -0.8129 0.7957
C -0.9389 1.2786 -0.1376
C 3.3649 0.9624 0.5621
H 2.8116 1.0642 1.4833
H 2.9392 -0.0246 -2.3612
H -2.0425 2.2511 1.1408
H 1.8672 -2.1825 0.9219
C 3.1421 -0.6871 -1.4600
N 0.2495 -0.6304 -0.0884
H 2.6420 -0.9858 1.9902
H -3.4521 1.2799 -1.2976
H 4.2027 -0.7196 -1.4798

---

(4)
C3H11N2S | ωB97M-V with the def2-TZVPD basis set

## Properties
**E_HOMO**: -2.637 eV
**Orbital gap**: 6.96 eV
**Charge**: -1
**LUMO energy**: 4.32 eV
**Energy above the lowest of the compared OMol25 structures with the same formula, charge and spin**: 0.35 kcal per mole

Element x y z (Å)
N -1.0765 -0.5459 -1.8272
C 1.0437 2.8146 0.5535
H 0.7299 -0.6404 1.4475
N 0.2833 -1.5621 1.4122
H -1.1950 -0.0843 0.2738
C -0.0298 -1.7832 0.0037
S 1.3533 1.1793 -0.1720
H 0.9852 -2.2185 1.7325
C -1.2284 -0.9307 -0.4230
H -0.2533 -2.8421 -0.1863
H 0.7990 -1.5128 -0.6568
H -0.3023 0.1209 -1.8416
H 1.9583 3.2436 0.9742
H 0.6870 3.5219 -0.2162
H -2.1583 -1.4951 -0.2933
H -1.9024 -0.0549 -2.1489
H 0.3063 2.7896 1.3678

---

(5)
C24H46Br2IN3O3 | ωB97M-V with the def2-TZVPD basis set

## Properties
**E_HOMO (spin up / spin down)**: -7.990 / -8.979 eV
**Orbital gap (spin up / spin down)**: 8.09 / 9.08 eV
**Spin multiplicity**: 3
**LUMO energy (spin up / spin down)**: 0.10 / 0.10 eV
**<S²>**: 2.008

Element x y z (Å)
Br 2.5651 0.0471 0.8502
C 2.4512 1.4229 7.5502
H 4.1741 0.6001 6.5625
H -4.2325 1.2120 -6.7631
O -1.7913 -1.0326 -5.1717
H -2.7043 3.1074 -3.9632
C 1.3844 1.7325 4.7883
C 3.0981 0.6668 6.3920
C 0.1735 0.3550 7.3950
H -4.0909 2.3602 -4.7300
H -2.6176 2.6339 -5.6612
H 0.2943 3.0849 3.4862
H 0.5468 -0.4135 6.7264
H 2.5803 0.8797 8.4897
O 0.9972 3.6305 6.0852
H -0.6415 2.8280 8.2212
H -0.7143 2.0001 -3.3957
C -0.9150 1.1838 -4.0916
C 2.9981 -3.0915 -2.0573
H -0.8800 0.5244 7.1697
H 1.6905 2.2695 2.7573
C -4.8758 0.4957 -6.2569
C 2.8535 1.3797 5.0631
H 1.6410 -1.6282 -5.6577
H -2.4721 -0.3153 -2.5514
C -3.0071 2.3469 -4.6838
H 1.0718 -0.4459 4.6302
H -5.7643 -1.0667 -4.3116
H 3.2075 0.7646 4.2312
H -5.4759 0.0068 -7.0235
C 3.2585 -1.3534 -0.2132
H 0.4652 2.0691 9.3765
H -0.4484 0.2832 -3.7048
H -3.4696 -2.6298 -5.8194
H 0.2743 -2.0266 -4.5818
H 3.4401 2.3031 5.0465
C 0.5793 0.4876 4.3583
C 1.3188 2.7549 3.6605
H 4.3050 -4.5596 -1.3642
H 0.2428 -0.0376 8.4102
H 0.9666 -3.5567 -2.6683
H 3.2621 -3.9792 -0.2143
H -5.1176 1.0474 -3.2599
H -0.4512 1.4260 -5.0489
C -3.9747 -1.8202 -6.3380
H 2.2095 -4.7198 -3.1526
H -4.2815 -1.8421 -3.7789
C -4.6993 -0.8959 -4.1356
C 2.5259 -1.9215 -1.1748
H 0.9621 3.5147 8.4841
H 4.8373 -1.4555 1.2305
C 1.9715 -3.6568 -3.0923
N 3.3748 -4.2050 -1.1930
H -3.4442 -1.6279 -7.2711
H -0.4172 0.4877 4.7947
C 0.4034 2.5855 8.4171
C -3.0349 0.5502 -2.9164
H 2.7341 -0.3636 6.3527
H -4.8633 -0.2335 -2.1023
H 5.3660 -1.0511 -0.4069
H -2.9069 1.3490 -2.1819
H 0.4550 0.4820 3.2757
N 0.8037 2.3696 6.0157
O 2.0081 -3.1730 -4.4001
C 1.3662 -1.9320 -4.6458
Br 0.7507 -1.3269 -1.4287
C 0.9568 1.6696 7.3341
C -4.5058 0.1651 -3.0533
C -4.0525 -0.5584 -5.4869
H 4.9351 -2.7158 -0.0239
C 4.6778 -1.6746 0.1728
C -2.4174 1.0051 -4.2405
H 2.9481 2.3906 7.6678
H 1.9289 3.6302 3.8632
H 1.7004 -1.1528 -3.9496
H -4.9923 -2.1355 -6.5742
H -5.5596 1.0474 -5.6122
N -2.6492 -0.0881 -5.2425
I 4.7125 -2.4640 -3.2630

---

(6)
C2H8NOS | ωB97M-V with the def2-TZVPD basis set

## Properties
**E_HOMO**: -2.938 eV
**Orbital gap**: 7.18 eV
**Charge**: -1
**LUMO energy**: 4.24 eV
**Energy above the lowest of the compared OMol25 structures with the same formula, charge and spin**: 3.76 kcal per mole

Element x y z (Å)
H -1.8157 -1.1135 1.8833
H 2.7760 0.8506 -0.3360
O -1.9931 -2.0673 1.9023
C 1.7936 0.7681 -0.8052
H 1.2344 -0.2473 0.9937
H 0.8746 2.2707 -1.7988
H 1.2829 -1.2461 -0.4333
N 1.2224 2.1365 -0.8633
H 0.3734 2.1204 -0.3016
C 0.9410 -0.2696 -0.0623
H 2.0013 0.4631 -1.8274
H -1.6602 -2.2352 1.0067
S -0.8453 -0.1292 -0.3565

---

(7)
C10H13FN2O | ωB97M-V with the def2-TZVPD basis set

## Properties
**E_HOMO**: -8.721 eV
**Orbital gap**: 9.18 eV
**LUMO energy**: 0.46 eV
**Energy above the lowest of the compared OMol25 structures with the same formula, charge and spin**: 0.00 kcal per mole

Element x y z (Å)
H 2.2098 -0.5948 -0.2975
C -0.0160 -3.4374 -1.7679
H 0.7479 2.5773 2.1136
H -1.1778 3.3989 3.5503
F 1.9248 -4.6795 -2.2017
H -1.5319 0.0819 -0.3251
H -3.3508 3.4440 1.5759
H -0.6347 -4.2427 -2.1683
C -1.7123 3.8529 2.6912
C 2.1717 -2.5542 -1.2113
C 1.3619 -3.5498 -1.7262
N 0.2316 0.9312 0.2450
C -0.5820 -2.2693 -1.2766
H -1.2012 4.4989 0.6771
H -0.0161 4.9937 1.9545
O -0.5863 1.9784 0.6396
N -2.8220 2.9957 2.3252
H -2.4575 2.1460 1.8970
H -1.7173 -2.1677 -1.2845
C 0.1889 -1.2460 -0.7615
H 0.9499 3.3057 0.4688
C 0.2241 3.0048 1.2227
C 1.5968 -1.4001 -0.7371
C -0.6793 4.1727 1.5991
C -0.4560 -0.0303 -0.2514
H -2.1503 4.7885 3.0583
H 3.2422 -2.6898 -1.1997

---

(8)
C19H55FIN5O17 | ωB97M-V with the def2-TZVPD basis set

## Properties
**E_HOMO**: -9.305 eV
**Orbital gap**: 9.15 eV
**LUMO energy**: -0.16 eV

Element x y z (Å)
C 0.6389 3.5831 -1.1122
H -3.8309 -0.6090 -0.6802
H -6.8638 -2.5811 0.5507
H -2.6099 5.3410 2.4764
C 1.3369 2.3869 -1.2880
C 1.5388 1.5167 -0.2106
O -3.1006 -4.5511 1.1736
O 3.5691 0.5949 -0.8158
H -5.3804 -2.3881 -1.8620
H 1.3233 -5.8636 -0.6679
H -4.6261 1.3329 -0.3979
H 4.7387 -1.6473 -0.4431
O -1.7157 5.0494 2.6783
H 0.7069 -3.0763 -0.9514
H 1.8163 -8.4955 6.1898
C -0.3428 -1.7050 1.3879
C 1.0306 1.8150 1.0523
O 6.4060 0.1862 -1.3634
O -4.5891 2.1867 -0.8527
H 4.1341 8.2486 -1.1899
C 2.0213 -1.2514 2.4241
H -3.2988 -3.8855 -1.9668
H -4.1971 3.9326 -5.2050
H -5.3148 -3.5826 -0.7785
H 1.2103 1.1657 1.8935
H 5.4588 0.2758 -1.1886
H -1.8835 0.4165 0.7685
O 6.9273 6.2990 -4.3679
H 7.8329 6.5039 -4.6237
H -2.7377 -1.9620 0.6054
H -0.3316 4.8467 0.2966
H -0.9723 -2.5553 1.1869
H -0.5653 -5.6963 3.3727
H -5.8048 0.7154 -4.1692
O -2.5411 -4.2524 -2.4394
H -3.7492 -1.6462 1.9948
H -2.7975 0.5932 2.2572
O 1.4703 6.8263 0.8397
O 1.9424 -0.9118 -0.3957
C 0.9890 -2.2364 1.8829
C 1.7835 -4.9200 -0.9409
C 3.9158 -2.3459 -0.5714
H 6.5240 6.1473 -2.2704
N -6.2961 -1.7678 0.7792
C -3.2670 -1.1782 1.1401
O 1.9247 -0.5206 3.3818
N -4.9276 -2.6697 -0.9957
H -0.2624 -1.1550 0.4520
O 3.7697 7.5491 -0.6361
H -4.1394 4.0643 -6.7179
N 3.5635 -2.3016 -1.9774
C 2.7729 -1.8416 0.3404
H 2.8372 -5.0037 -0.7033
H 6.3823 6.7006 -5.0521
H -5.6660 3.2777 0.6958
C -5.2663 -1.7152 0.0404
H -3.5661 -5.3694 0.9702
C 1.0681 -3.7897 -0.2081
H -0.0056 3.3533 2.1874
H -2.0987 -4.8109 -1.7900
H 4.2899 -3.3036 -0.2139
O 6.2958 5.8793 -1.3714
C 0.1675 3.9006 0.1591
H -3.4672 -3.8924 0.5716
F -0.0547 -4.3426 0.3985
C -1.1359 -0.8144 2.3738
N -4.3272 -0.6644 0.2107
H -5.7623 2.1874 -4.5574
O -4.7420 4.1445 -5.9715
H 6.7184 1.0916 -1.4569
H 2.8446 7.7997 -0.5069
O -0.1528 -6.1870 4.0920
H 0.7900 -6.0146 3.9770
H 4.3233 -2.6276 -2.5564
H -0.4998 -0.1202 2.9100
H -1.4716 5.5504 3.4634
O -5.3369 1.5359 -3.9853
I 2.9966 -4.4109 2.0890
H 0.7498 -2.9498 2.6655
C 2.4256 0.3552 -0.4811
H 5.5637 6.4536 -1.1178
H -4.8961 2.0260 -1.7522
H -1.6098 -1.4821 3.0954
C 0.3616 3.0255 1.2281
C -2.2910 -0.1286 1.6234
H 2.2222 7.1411 1.3550
C 1.8581 -3.0275 0.8311
H 3.7940 -0.5277 1.6103
H 1.7503 2.1563 -2.2593
O -6.3023 3.3468 1.4202
H -5.7992 3.1124 2.2052
H 0.5249 4.2479 -1.9530
O 1.7879 -8.1901 5.2779
H 1.7984 6.0267 0.4096
H 0.9715 -7.6798 5.2209
H 1.6881 -4.8319 -2.0188
H 2.7133 -2.7993 -2.1969
N 3.1788 -1.3337 1.6071